1.
Density functional theory data (ωB97M-V with the def2-TZVPD basis set) for a 2-piece molecular cluster, C3H6IN2 overall.

```
! RIJCOSX wB97M-V def2-TZVPD def2/J DEFGRID3
* xyz 1 1
C -0.18 1.32 0.40
C 1.08 0.00 -0.84
C -0.80 -0.01 0.65
N 0.80 1.29 -0.38
N 0.08 -0.94 -0.11
I -2.88 -0.17 0.09
H -0.55 2.23 0.85
H 0.92 -0.05 -1.92
H 2.11 -0.28 -0.62
H -0.70 -0.31 2.14
H -0.46 -1.52 -0.76
H 0.59 -1.58 0.51
*
```

Energy above the lowest of the compared OMol25 structures with the same formula, charge and spin ... 50.90 kcal per mole
Largest force on an atom ... 5.2 eV/Å
Orbital gap ... 9.83 eV
E_HOMO ... -14.176 eV

=====

2.
Density functional theory data (ωB97M-V with the def2-TZVPD basis set) for a 6-piece molecular cluster, C31H87N10O13P5 overall.

```
! RIJCOSX wB97M-V def2-TZVPD def2/J DEFGRID3
* xyz 0 1
C 1.57 1.73 -4.83
N 2.67 0.97 -4.16
C 2.45 -0.49 -4.15
P 4.13 1.76 -3.75
O 4.83 2.28 -4.97
N 3.67 2.92 -2.70
C 4.76 3.80 -2.16
C 2.53 2.88 -1.81
N 4.88 0.72 -2.60
C 4.32 0.28 -1.35
C 6.11 0.04 -2.91
H 0.71 1.06 -4.76
H 1.76 1.79 -5.90
H 1.45 2.71 -4.37
H 2.60 -0.82 -5.17
H 1.53 -0.85 -3.69
H 3.28 -0.90 -3.56
H 5.48 4.08 -2.93
H 4.39 4.63 -1.56
H 5.36 3.12 -1.56
H 1.84 3.72 -1.90
H 1.99 1.97 -2.08
H 2.85 2.87 -0.77
H 3.29 0.56 -1.12
H 4.36 -0.80 -1.19
H 4.92 0.71 -0.55
H 6.01 -0.51 -3.85
H 6.50 -0.50 -2.05
H 6.93 0.73 -3.13
C 0.71 -0.04 4.77
N 1.70 -1.04 4.48
C 1.76 -2.20 5.41
P 2.96 -0.61 3.42
O 2.49 0.36 2.33
N 4.31 -0.03 4.32
C 5.11 -0.94 5.18
C 4.38 1.33 4.97
N 3.44 -2.11 2.69
C 2.52 -2.90 1.94
C 4.87 -2.44 2.48
H 1.07 0.57 5.60
H -0.29 -0.36 5.05
H 0.77 0.66 3.93
H 0.76 -2.53 5.72
H 2.49 -2.13 6.21
H 2.18 -3.04 4.86
H 5.12 -1.96 4.78
H 6.15 -0.62 5.09
H 4.77 -0.89 6.21
H 3.98 1.11 5.96
H 5.40 1.67 5.18
H 3.77 2.07 4.46
H 1.74 -3.33 2.58
H 2.03 -2.33 1.16
H 3.07 -3.75 1.51
H 5.03 -2.60 1.41
H 5.10 -3.34 3.04
H 5.53 -1.59 2.68
C -2.49 5.22 5.66
N -1.98 4.70 4.35
C -2.19 3.21 4.34
P -1.09 5.66 3.22
O -1.41 7.10 3.37
N 0.56 5.48 3.59
C 1.22 4.23 4.11
C 1.55 6.59 3.45
N -1.38 5.06 1.69
C -0.78 3.75 1.35
C -2.49 5.50 0.75
H -3.18 4.55 6.17
H -2.90 6.23 5.57
H -1.71 5.55 6.34
H -3.06 2.99 4.96
H -1.36 2.71 4.84
H -2.46 2.88 3.34
H 2.10 3.94 3.53
H 1.48 4.44 5.15
H 0.45 3.46 4.02
H 1.19 7.54 3.84
H 2.48 6.37 3.98
H 1.69 6.88 2.40
H -0.68 3.21 2.29
H -1.42 3.09 0.77
H 0.25 3.89 1.02
H -3.32 4.79 0.88
H -2.27 5.55 -0.31
H -2.84 6.49 1.05
C -5.98 -2.58 -3.97
C -4.38 -2.52 -4.10
O -3.96 -2.93 -5.39
P -2.37 -3.32 -5.55
O -1.40 -2.33 -5.10
O -2.20 -4.82 -4.82
C -1.14 -5.04 -3.94
C -1.27 -6.50 -3.48
O -2.17 -3.62 -7.10
C -2.83 -4.76 -7.62
C -2.66 -4.72 -9.10
H -6.14 -3.63 -3.71
H -6.42 -2.07 -3.12
H -6.45 -2.30 -4.92
H -4.10 -1.47 -4.03
H -3.95 -2.99 -3.21
H -0.26 -4.85 -4.57
H -1.12 -4.38 -3.08
H -2.06 -6.83 -2.80
H -1.24 -7.19 -4.32
H -0.36 -6.94 -3.07
H -2.46 -5.62 -7.06
H -3.89 -4.78 -7.35
H -2.76 -3.71 -9.50
H -1.68 -5.13 -9.32
H -3.51 -5.23 -9.55
C -1.70 -3.93 3.45
C -2.32 -3.80 2.05
O -3.17 -2.67 2.10
P -3.57 -2.00 0.74
O -3.44 -2.95 -0.41
O -4.97 -1.30 1.10
C -5.97 -1.98 1.66
C -6.60 -3.02 0.60
O -2.64 -0.65 0.55
C -1.51 -0.68 -0.27
C -0.48 0.39 0.08
H -1.59 -5.00 3.62
H -0.76 -3.41 3.64
H -2.39 -3.66 4.25
H -1.46 -3.78 1.39
H -2.90 -4.72 1.96
H -5.75 -2.50 2.59
H -6.76 -1.26 1.86
H -6.87 -2.53 -0.33
H -5.97 -3.83 0.25
H -7.45 -3.52 1.08
H -0.92 -1.59 -0.14
H -1.86 -0.68 -1.30
H -0.20 0.16 1.11
H 0.34 0.10 -0.58
H -0.73 1.45 0.07
C -1.71 2.93 -2.37
N -2.99 2.43 -3.07
O -3.18 1.29 -2.96
O -3.45 3.23 -3.88
H -1.43 3.88 -2.82
H -0.85 2.26 -2.45
H -2.06 3.07 -1.35
*
```

Largest force on an atom ... 6.5 eV/Å
SMILES ... CN(C)P(=O)(N(C)C)N(C)C.CN(C)P(=O)(N(C)C)N(C)C.CN(C)P(=O)(N(C)C)N(C)C.CCOP(=O)(OCC)OCC.CCOP(=O)(OCC)OCC.C[N+](=O)[O-]
Orbital gap ... 8.49 eV
E_HOMO ... -8.238 eV

=====

3.
Density functional theory data (ωB97M-V with the def2-TZVPD basis set) for C29H50P2Tl as an isolated structure.

```
! RIJCOSX wB97M-V def2-TZVPD def2/J DEFGRID3
* xyz 1 1
Tl -0.36 0.18 0.83
C -2.23 2.59 2.53
C -3.27 2.23 1.63
C -3.01 0.51 3.13
C -2.08 1.53 3.47
C -3.76 0.95 2.00
C -1.42 3.83 2.48
H -1.25 4.16 1.45
H -0.44 3.67 2.96
H -1.92 4.65 3.01
C -1.05 1.40 4.51
H -0.49 2.33 4.65
H -0.34 0.59 4.26
H -1.52 1.13 5.47
C -3.05 -0.82 3.77
H -3.03 -0.71 4.86
H -2.16 -1.41 3.49
H -3.95 -1.37 3.49
C -4.82 0.19 1.32
H -5.82 0.43 1.73
H -4.67 -0.89 1.46
H -4.85 0.41 0.25
C -3.73 3.02 0.46
H -4.62 3.61 0.69
H -3.98 2.36 -0.38
H -2.95 3.71 0.12
C 3.22 0.30 -3.71
C 2.68 1.53 -3.78
C 2.02 2.08 -5.00
C 1.22 1.06 -5.85
C 0.42 0.07 -5.06
C 0.79 -1.20 -4.80
C 2.18 -1.73 -4.89
C 3.33 -0.69 -4.83
H 2.78 2.55 -5.66
H 1.87 0.59 -6.60
H 1.35 2.90 -4.71
H 3.48 -0.23 -5.81
H 3.75 -0.01 -2.81
H 2.91 2.27 -3.00
H 4.25 -1.27 -4.64
H 2.33 -2.47 -4.08
H 0.03 -1.99 -4.68
H 2.29 -2.31 -5.82
H 0.49 1.66 -6.42
H -0.60 0.40 -4.85
P 1.55 0.89 -0.70
C 3.30 1.14 -0.38
C 0.74 2.37 -1.40
P -0.57 -1.26 -1.45
C 1.10 -0.48 -1.86
C -1.76 -0.73 -2.74
C -0.37 -3.03 -1.83
H 3.58 0.54 0.50
H 3.51 2.19 -0.15
H 3.94 0.83 -1.20
H 0.75 2.37 -2.50
H 1.24 3.28 -1.03
H -0.31 2.42 -1.09
H 0.29 -3.17 -2.70
H -1.37 -3.45 -2.03
H 0.05 -3.53 -0.95
H 1.90 -1.24 -1.91
H 1.00 -0.02 -2.85
H -2.72 -1.21 -2.50
H -1.45 -1.05 -3.74
H -1.90 0.36 -2.74
C 0.06 -2.68 5.57
C 1.08 -2.48 4.45
C 2.35 -1.82 5.00
C 1.42 -3.82 3.80
C 0.50 -1.61 3.44
C 0.14 -0.94 2.47
H 0.46 -3.35 6.33
H -0.87 -3.12 5.18
H -0.20 -1.72 6.05
H 2.84 -2.47 5.73
H 3.05 -1.63 4.18
H 2.11 -0.87 5.48
H 0.51 -4.30 3.40
H 2.13 -3.68 2.98
H 1.87 -4.50 4.53
*
```

Energy above the lowest of the compared OMol25 structures with the same formula, charge and spin ... 18.58 kcal per mole
Largest force on an atom ... 3.1 eV/Å
Orbital gap (alpha / beta) ... 5.99 / 5.31 eV
E_HOMO (alpha / beta) ... -9.201 / -9.292 eV

=====

4.
Density functional theory data (ωB97M-V with the def2-TZVPD basis set) for a 4-piece molecular cluster, C3H12O4S overall.

```
! RIJCOSX wB97M-V def2-TZVPD def2/J DEFGRID3
* xyz -2 1
C 0.82 -0.45 -0.83
O -0.19 -1.15 -1.51
C 1.29 -0.98 0.55
C 2.40 -0.12 1.12
S 2.34 0.28 2.91
H 1.72 -0.44 -1.49
H 0.49 0.59 -0.75
H 1.55 -2.04 0.44
H 0.39 -0.88 1.18
H 2.28 0.85 0.61
H 3.38 -0.49 0.82
H -1.84 -0.73 0.72
H -1.31 -1.09 -0.76
O -2.26 -0.87 -0.14
H -2.46 0.94 -2.14
H -1.35 -0.14 -2.35
O -1.88 0.57 -2.84
H -2.52 1.90 1.27
H -1.03 2.04 1.32
O -1.83 2.21 1.84
*
```

Energy above the lowest of the compared OMol25 structures with the same formula, charge and spin ... 13.48 kcal per mole
Largest force on an atom ... 1.4 eV/Å
Orbital gap ... 5.88 eV
E_HOMO ... 0.247 eV

=====

5.
Density functional theory data (ωB97M-V with the def2-TZVPD basis set) for a 6-piece molecular cluster, C22H29N4O8 overall.

```
! RIJCOSX wB97M-V def2-TZVPD def2/J DEFGRID3
* xyz -1 1
N -18.10 17.06 4.03
H -17.93 16.23 4.57
H -18.97 16.89 3.55
H -17.25 17.27 3.52
H -18.14 17.82 4.70
C -15.58 12.27 4.05
C -15.35 12.89 5.39
O -16.26 13.77 6.04
H -15.94 12.91 3.24
H -16.27 11.43 4.02
H -14.62 11.87 3.72
H -14.69 13.75 5.26
H -14.92 12.25 6.16
C -17.80 22.63 6.98
C -18.66 21.44 7.39
O -18.11 20.18 7.15
H -17.73 22.59 5.89
H -16.83 22.71 7.46
H -18.46 23.45 7.26
H -19.63 21.45 6.91
H -18.89 21.47 8.46
C -10.58 12.58 -1.59
C -10.51 13.10 -0.34
C -11.52 14.03 0.09
C -12.48 14.39 -0.87
C -12.41 13.98 -2.24
C -11.46 13.10 -2.53
N -13.59 15.19 -0.34
O -14.61 15.27 -0.99
O -13.50 15.50 0.88
H -10.03 11.67 -1.81
H -9.74 12.69 0.29
H -11.53 14.32 1.13
H -13.10 14.30 -3.01
H -11.61 12.64 -3.50
C -25.76 20.24 7.22
C -24.52 19.80 7.62
C -24.02 18.71 7.03
C -24.65 18.10 5.93
C -25.94 18.50 5.62
C -26.49 19.58 6.24
N -23.93 16.93 5.30
O -24.65 16.04 4.81
O -22.73 16.94 5.18
H -26.18 21.16 7.59
H -23.89 20.38 8.28
H -23.02 18.36 7.26
H -26.53 18.02 4.85
H -27.46 19.94 5.92
C -25.34 17.86 -2.48
C -24.57 16.65 -2.32
C -23.41 16.54 -1.48
C -22.97 17.72 -0.83
C -23.67 18.93 -0.96
C -24.88 18.93 -1.69
N -21.67 17.75 -0.14
O -20.93 16.75 -0.11
O -21.26 18.82 0.21
H -26.23 17.90 -3.10
H -24.89 15.81 -2.91
H -22.86 15.61 -1.42
H -23.27 19.85 -0.56
H -25.47 19.81 -1.88
*
```

Energy above the lowest of the compared OMol25 structures with the same formula, charge and spin ... 88.55 kcal per mole
Largest force on an atom ... 4.6 eV/Å
Orbital gap ... 2.68 eV
E_HOMO ... -2.308 eV